1.
The following is a quantum chemistry calculation of the molecule C23H31N5O3 in a non-equilibrium geometry, from the Open Molecules 2025 dataset.

Output
LUMO energy, eV: 0.7
Energy relative to the best compared isomer or geometry (same formula, charge and spin), kcal/mol: 5.1
Electronic energy, Ha: -1394.64273
Orbital gap, eV: 9.33
Highest occupied orbital energy, hartree: -0.318

```
! wB97M-V def2-TZVPD RIJCOSX def2/J DEFGRID3
* xyz 0 1
C 2.3866 -1.1336 2.7853
C 2.9777 -0.7217 4.1292
C 2.5757 0.6820 4.5820
C 3.1517 1.8263 3.7393
N 2.4854 1.9917 2.4653
C 1.2692 2.5545 2.3755
O 0.6612 3.0180 3.3151
C 0.7100 2.5736 0.9396
N 0.3822 1.2333 0.4647
C -0.9619 0.8421 0.5915
O -1.8123 1.5906 1.0241
C -1.1493 -0.5008 0.1330
C -0.1254 -1.2551 -0.4194
N -0.5722 -2.4810 -0.7680
C -1.8464 -2.4743 -0.4358
N -2.2549 -1.3184 0.1139
C -3.5812 -0.9593 0.5441
C -4.2943 -0.1301 -0.5266
C -5.6886 0.3325 -0.0924
C -6.2260 1.3430 -1.1039
C -6.6602 -0.8379 0.0427
N 1.1369 -0.7634 -0.5420
C 2.1713 -1.5520 -1.2006
C 2.1228 -1.3295 -2.6899
C 2.8702 -0.3141 -3.2715
C 2.7938 -0.0872 -4.6346
C 1.9676 -0.8698 -5.4234
C 1.2130 -1.8770 -4.8454
C 1.2877 -2.1060 -3.4827
C 1.4162 0.5004 -0.0943
O 2.5462 0.9579 -0.1640
H 2.8527 -0.5880 1.9707
H 1.3149 -0.9415 2.7657
H 2.5459 -2.1964 2.6127
H 2.6389 -1.4286 4.8906
H 4.0672 -0.7894 4.0810
H 2.9201 0.8232 5.6085
H 1.4886 0.7756 4.5825
H 4.2150 1.6678 3.5520
H 3.0206 2.7582 4.2984
H 2.9185 1.6384 1.6225
H 1.4427 3.0167 0.2620
H -0.2167 3.1504 0.9462
H -2.4966 -3.3141 -0.5798
H -3.4950 -0.3655 1.4574
H -4.1257 -1.8817 0.7553
H -4.3695 -0.7125 -1.4487
H -3.6821 0.7511 -0.7271
H -5.5964 0.8301 0.8783
H -5.5591 2.1978 -1.1817
H -7.2066 1.7009 -0.8001
H -6.3174 0.8853 -2.0869
H -7.6548 -0.4709 0.2839
H -6.7199 -1.3921 -0.8920
H -6.3564 -1.5196 0.8330
H 3.1331 -1.2341 -0.7934
H 1.9742 -2.5972 -0.9578
H 3.5059 0.3000 -2.6510
H 3.3801 0.7019 -5.0820
H 1.9103 -0.6935 -6.4875
H 0.5647 -2.4861 -5.4583
H 0.6949 -2.8830 -3.0231
*
```

***

2.
The following is a quantum chemistry calculation of a cluster of 2 separate species, CBrClFNO2 in total in a non-equilibrium geometry, from the Open Molecules 2025 dataset.

Output
LUMO energy (spin up / spin down), eV: -0.2 / -1.8
Energy relative to the best compared isomer or geometry (same formula, charge and spin), kcal/mol: 57.7
Electronic energy, Ha: -3377.20496
Orbital gap (spin up / spin down), eV: 10.35 / 6.57
Highest occupied orbital energy (spin up / spin down), hartree: -0.388 / -0.307

```
! wB97M-V def2-TZVPD RIJCOSX def2/J DEFGRID3
* xyz 0 1
C 1.2253 0.6201 -0.1497
N -2.1807 -0.6627 0.1906
O -1.2008 0.0877 -0.0126
O -2.2891 -1.7005 0.6623
F 0.9223 0.5288 -1.5253
Cl 1.4158 2.1179 0.4660
Br 2.1073 -0.9913 0.3687
*
```

***

3.
The following is a quantum chemistry calculation of a structure of composition C17H15Cl5FN2O2ReSSbSe4, from the Open Molecules 2025 dataset.

Output
LUMO energy (spin up / spin down), eV: 3.5 / 3.5
Electronic energy, Ha: -13640.29514
Orbital gap (spin up / spin down), eV: 5.74 / 5.76
Highest occupied orbital energy (spin up / spin down), hartree: -0.082 / -0.083

```
! wB97M-V def2-TZVPD RIJCOSX def2/J DEFGRID3
* xyz -2 4
Re -1.1698 0.2661 0.4631
Se -6.4482 -2.1563 -2.2927
Sb -5.8044 0.1198 -1.6836
Se -2.3037 0.6116 -1.7319
Se 0.0663 0.5262 -1.5860
Se -6.5958 0.6856 0.5354
Cl 8.2174 2.1149 -0.0867
C 6.6567 1.3849 -0.2917
C 5.5476 1.8431 0.4251
Cl 5.7548 3.1579 1.5413
C 4.3039 1.2709 0.2638
Cl 2.9352 1.8424 1.1532
C 4.0492 0.1729 -0.6404
O 2.9337 -0.3549 -0.7814
C 5.2295 -0.2596 -1.3476
Cl 5.0090 -1.5856 -2.4400
C 6.4691 0.3233 -1.1781
Cl 7.8325 -0.2690 -2.0785
C -2.2161 -2.9911 -0.8412
C -2.4020 -2.6456 0.6303
C -1.8486 -3.7606 1.5106
C -3.8603 -2.3676 0.9531
O -1.6384 -1.4742 0.9836
H -2.5551 -4.0124 -1.0286
H -1.1597 -2.9148 -1.1109
H -2.7861 -2.3216 -1.4810
H -2.4192 -4.6797 1.3612
H -1.9135 -3.4720 2.5614
H -0.8007 -3.9495 1.2698
H -4.4876 -3.2125 0.6624
H -4.2124 -1.4932 0.4101
H -3.9836 -2.1805 2.0219
N -0.4183 1.8976 3.4080
C 0.3672 0.8305 3.1988
N 0.3376 0.1037 2.1153
C 1.2921 -0.9211 2.1642
C 1.6005 -1.8024 1.1347
C 2.5978 -2.7363 1.3397
C 3.2940 -2.8056 2.5460
C 3.0153 -1.9162 3.5688
C 2.0175 -0.9773 3.3545
S 1.5055 0.3085 4.4152
H -0.8889 2.2710 2.5802
H -0.2226 2.4948 4.1881
H 1.1001 -1.7200 0.1818
H 2.8608 -3.4046 0.5305
H 4.0785 -3.5403 2.6747
H 3.5710 -1.9367 4.4973
F -1.2178 2.1834 0.9230
*
```

***

4.
The following is a quantum chemistry calculation of the molecule C5H12N2OS2 in a non-equilibrium geometry, from the Open Molecules 2025 dataset.

Output
LUMO energy, eV: 0.5
Energy relative to the best compared isomer or geometry (same formula, charge and spin), kcal/mol: 61.9
Electronic energy, Ha: -1178.70377
Orbital gap, eV: 9.34
Highest occupied orbital energy, hartree: -0.324

```
! wB97M-V def2-TZVPD RIJCOSX def2/J DEFGRID3
* xyz 0 1
C 2.3962 2.3572 -1.3653
C 2.5180 0.8012 -1.0340
C -0.0378 0.7992 0.3677
C -0.6795 -0.2986 -0.4948
C -2.4609 -1.7142 1.0047
H 3.1112 2.6385 -2.1407
H 1.3255 2.2331 -1.7519
H 2.3731 3.0107 -0.5000
H 2.1965 0.0921 -1.9265
H 3.5481 0.4765 -0.7799
H -0.1407 1.9023 0.1428
H -0.4323 0.5596 1.4340
H -0.2003 -0.0658 -1.5676
H -0.0944 -1.3231 0.0170
H -4.8023 -1.5477 0.9541
H -3.8233 -2.6002 2.1406
H -0.5458 -1.9876 1.2794
N -3.6875 -1.9402 1.4101
N -1.5074 -2.1736 1.6767
O 1.6898 -1.1168 0.8567
S 1.7251 0.3827 0.6571
S -2.4713 -0.4854 -0.3800
*
```